Computed, not measured: a cluster of 6 separate species, C41H83BClN7O3S in total, with the ωB97M-V functional and the def2-TZVPD basis.

```
137
Properties=species:S:1:pos:R:3:forces:R:3:lowdin_charge:R:1
C -2.6003 2.4239 1.1211 1.1868 -0.6890 0.1953 -0.100
C -3.2614 2.6985 2.5204 -0.2905 0.6043 -0.5989 -0.127
B -3.7995 1.3929 3.2900 -1.4588 -0.1824 -0.3842 -0.438
O -5.2131 1.2957 3.4880 1.9048 0.4663 1.0877 0.099
N -2.9724 0.2703 3.8332 -0.2097 -0.6127 -0.9907 0.133
C -2.7571 0.2713 5.2756 1.0773 0.9767 -0.2222 -0.327
O -3.4856 -0.2094 6.0853 0.1588 0.4789 -0.1115 0.170
C -1.3909 1.0164 5.4284 1.3965 -0.0791 -0.8855 -0.033
C -0.7950 1.7199 6.5343 0.9943 -0.4138 -2.2520 0.006
C 0.5186 2.3376 6.2727 -0.6462 -0.7637 -0.9608 -0.502
Cl 1.3341 3.2368 7.5966 -0.8574 -0.8880 -1.3588 0.656
C 1.1544 2.2244 4.9629 -1.2436 -1.3441 0.0441 -0.227
N 2.4513 2.8623 4.6488 -2.0804 0.6849 -0.8417 0.090
C 2.1859 3.6188 3.7039 0.2342 0.8999 -0.7858 -0.715
S 1.7728 4.5747 2.4854 0.8212 -1.2743 1.7433 0.777
C 0.5476 1.4583 3.8513 -1.7770 -0.2619 2.2289 0.062
C -0.7355 0.8590 4.1048 1.0793 0.6916 2.0296 -0.032
C -1.6871 -0.0059 3.2197 1.1790 2.0493 1.0274 -0.329
O -1.4136 -0.7026 2.2832 -0.7018 0.6907 0.7323 0.158
H -3.0254 1.5339 0.5864 0.1602 0.9721 0.4973 0.057
H -1.5170 2.1583 1.3081 -0.9945 0.2372 -0.3821 0.073
H -2.5950 3.3077 0.4394 -0.1964 -0.6615 0.6300 0.082
H -2.5437 3.3130 3.1314 -0.5163 -0.6806 -0.3727 0.108
H -4.1444 3.3756 2.3300 0.7215 -0.7945 0.4038 0.108
H -5.3848 1.7999 4.3098 -0.5245 -0.2840 -0.5807 0.114
H -1.3150 1.7780 7.5127 0.6402 0.0745 -0.8037 0.125
H 1.0100 1.3574 2.8481 -0.0970 0.1801 0.9860 0.131
C -1.4100 -2.0351 -4.5667 -0.0790 -0.0186 -0.1136 -0.091
C -1.7765 -1.9008 -3.0953 -0.0238 -0.0681 -0.1152 -0.269
N -2.5726 -0.7222 -2.7884 0.0276 0.3104 0.1412 -0.191
C -2.7034 -0.4772 -1.3565 0.1986 0.0068 0.0841 -0.251
C -3.4606 -1.5069 -0.5210 -0.2090 0.0178 0.2568 -0.078
C -3.7974 -0.5604 -3.5603 0.0337 -0.0532 -0.3223 -0.247
C -4.8420 -1.6784 -3.4845 -0.2324 0.0526 -0.0080 -0.084
H -0.8729 -1.1538 -4.9252 -0.0829 0.0083 0.0363 0.082
H -0.7626 -2.9040 -4.7090 -0.0359 0.0367 0.0550 0.059
H -2.2897 -2.1862 -5.1966 0.0384 0.0326 0.0030 0.061
H -0.8374 -1.8407 -2.5364 -0.1514 0.1016 0.1743 0.119
H -2.2738 -2.8267 -2.7721 0.0463 -0.0912 -0.0035 0.100
H -3.1677 0.5011 -1.2002 -0.0387 -0.0218 -0.2798 0.094
H -1.6956 -0.3803 -0.9367 0.0396 -0.0644 -0.1398 0.112
H -4.5395 -1.4305 -0.6613 0.0268 -0.0951 -0.0609 0.054
H -3.2693 -1.3301 0.5411 0.0537 -0.0392 -0.0562 0.046
H -3.1506 -2.5296 -0.7410 -0.0092 0.0176 0.0034 0.074
H -3.5233 -0.4237 -4.6108 0.1067 -0.0680 0.0624 0.099
H -4.2727 0.3859 -3.2842 0.1459 -0.0339 0.1875 0.114
H -4.3959 -2.6732 -3.5328 0.0293 0.0320 0.0130 0.068
H -5.5344 -1.5907 -4.3258 0.0356 -0.0038 0.0089 0.071
H -5.4398 -1.6090 -2.5760 0.0549 -0.1253 0.0060 0.052
C -2.1486 -4.3719 -8.4133 0.0012 0.0785 0.1073 -0.088
C -1.0185 -5.2670 -8.9029 -0.0818 0.0531 0.1099 -0.273
N 0.2033 -4.5499 -9.2362 0.1901 0.0528 -0.2377 -0.196
C 1.1820 -5.3783 -9.9310 -0.1001 -0.0659 -0.1943 -0.251
C 1.7874 -6.5600 -9.1695 0.2315 -0.0932 -0.0253 -0.091
C 0.7451 -3.6937 -8.1901 -0.2307 0.2158 0.1457 -0.245
C 1.1121 -4.3449 -6.8534 0.1915 0.0762 0.1244 -0.087
H -2.3909 -3.6004 -9.1476 0.0859 -0.0120 0.0349 0.080
H -3.0474 -4.9700 -8.2449 0.0696 -0.0021 -0.0299 0.074
H -1.9065 -3.8858 -7.4654 -0.0121 0.0080 -0.0451 0.052
H -1.3797 -5.7740 -9.8030 0.2436 -0.0263 -0.0387 0.117
H -0.8419 -6.0508 -8.1520 -0.0720 -0.0661 0.0283 0.098
H 1.9932 -4.7414 -10.2977 -0.0694 0.0999 0.1362 0.111
H 0.7044 -5.7700 -10.8358 -0.1323 0.0459 0.0865 0.108
H 2.5367 -6.2353 -8.4476 -0.0797 -0.0391 0.0465 0.054
H 2.2957 -7.2266 -9.8718 -0.0408 0.0353 0.0132 0.070
H 1.0340 -7.1528 -8.6489 -0.0014 0.0456 -0.0036 0.066
H 0.0208 -2.8978 -7.9912 -0.0716 -0.1080 -0.0508 0.099
H 1.6212 -3.1646 -8.5772 -0.0194 -0.1802 -0.1569 0.115
H 0.3635 -5.0642 -6.5167 -0.0037 0.0090 -0.0419 0.070
H 1.1944 -3.5748 -6.0822 -0.0093 -0.0152 -0.0274 0.061
H 2.0787 -4.8456 -6.9031 -0.0865 -0.0979 0.0419 0.054
C 1.7095 3.4827 -1.0123 -0.0851 -0.1237 -0.1062 -0.115
C 2.9359 4.2501 -1.4851 -0.1260 -0.0467 -0.0234 -0.274
N 4.0603 3.4021 -1.8494 0.2956 -0.0644 0.0840 -0.195
C 5.2955 4.1486 -2.0597 0.0546 0.1087 0.2033 -0.250
C 5.3425 5.1385 -3.2261 0.1974 0.0576 -0.1387 -0.090
C 3.7847 2.3661 -2.8363 -0.2772 -0.1856 0.0581 -0.248
C 3.2611 2.8066 -4.2067 0.0623 -0.1127 -0.1882 -0.085
H 1.9468 2.8398 -0.1617 0.0471 -0.0028 -0.0801 0.057
H 0.9323 4.1840 -0.6971 0.0610 -0.0085 -0.0200 0.064
H 1.2798 2.8661 -1.8048 0.0107 0.0077 0.0433 0.067
H 3.2442 4.9001 -0.6596 0.2240 -0.0049 -0.1180 0.108
H 2.6378 4.9130 -2.3102 -0.0770 0.0753 0.0144 0.100
H 6.1264 3.4434 -2.1611 -0.1455 -0.1041 -0.0439 0.112
H 5.5108 4.7025 -1.1392 -0.1590 -0.0366 0.0241 0.109
H 5.4563 4.6307 -4.1838 -0.0901 0.0455 0.0060 0.054
H 6.2093 5.7958 -3.1139 -0.0421 -0.0305 0.0227 0.071
H 4.4578 5.7753 -3.2709 -0.0002 -0.0427 0.0108 0.066
H 3.0602 1.6684 -2.4054 -0.0146 0.1230 0.0663 0.100
H 4.6842 1.7600 -2.9802 0.0916 0.1972 0.1049 0.114
H 2.5015 3.5868 -4.1348 0.0230 -0.0068 0.0329 0.068
H 2.8050 1.9539 -4.7161 -0.0020 0.0227 0.0308 0.071
H 4.0661 3.1631 -4.8488 -0.0849 0.1003 0.0073 0.054
C -5.2376 -5.9898 3.9581 0.1064 0.0384 0.0666 -0.094
C -6.0299 -5.2510 2.8887 0.1179 -0.0151 0.0465 -0.277
N -6.6631 -4.0285 3.3591 -0.3119 0.1075 0.0447 -0.194
C -7.6106 -3.4699 2.4022 -0.1505 -0.1653 -0.0253 -0.249
C -7.0621 -2.9667 1.0643 -0.0925 0.2013 -0.1487 -0.092
C -5.7830 -3.0584 3.9987 0.2197 -0.1062 0.2244 -0.235
C -4.6094 -2.5154 3.1806 0.0521 0.0677 0.0084 -0.078
H -5.8643 -6.2351 4.8185 0.0096 0.0882 -0.0322 0.078
H -4.8470 -6.9249 3.5491 -0.0485 0.0555 -0.0147 0.072
H -4.3796 -5.4110 4.3067 -0.0468 -0.0180 0.0110 0.063
H -6.8109 -5.9344 2.5404 -0.1034 0.2091 -0.0744 0.116
H -5.3698 -5.0659 2.0286 0.0506 -0.0754 -0.0517 0.097
H -8.1681 -2.6596 2.8826 0.1589 -0.0021 0.0990 0.112
H -8.3626 -4.2384 2.1903 0.1180 -0.0940 0.0579 0.107
H -6.5604 -2.0044 1.1689 0.0717 -0.0722 -0.0144 0.051
H -7.8881 -2.8163 0.3629 0.0188 -0.0302 0.0393 0.071
H -6.3705 -3.6733 0.6026 0.0077 0.0110 0.0449 0.065
H -5.3805 -3.5106 4.9103 -0.0426 -0.1054 -0.0833 0.102
H -6.3797 -2.2162 4.3617 -0.1372 -0.0906 -0.1607 0.117
H -4.0998 -3.2941 2.6090 -0.0563 -0.0229 -0.0097 0.075
H -3.8733 -2.0685 3.8489 -0.0744 -0.0399 -0.0147 0.054
H -4.9285 -1.7312 2.4942 0.0809 -0.0568 -0.0469 0.051
C 4.4495 4.8342 6.3274 -0.0300 0.0548 0.1672 -0.104
C 5.5846 3.9416 5.8474 -0.0826 0.0886 0.1050 -0.271
N 6.8086 4.6603 5.5235 0.2008 0.0563 -0.2378 -0.195
C 7.7934 3.8325 4.8367 -0.0992 -0.0593 -0.1935 -0.251
C 8.3938 2.6516 5.6034 0.2323 -0.0961 -0.0246 -0.090
C 7.3421 5.5176 6.5732 -0.2195 0.2006 0.1316 -0.249
C 7.7001 4.8671 7.9131 0.1776 0.0767 0.1256 -0.087
H 4.2113 5.6059 5.5907 0.0892 0.0060 0.0263 0.081
H 3.5510 4.2339 6.4880 0.2366 0.0908 -0.0549 -0.008
H 4.6831 5.3210 7.2773 0.0096 0.0287 -0.0566 0.068
H 5.2312 3.4339 4.9447 0.2352 -0.0450 -0.0279 0.104
H 5.7562 3.1581 6.5998 -0.0789 -0.0727 0.0229 0.101
H 8.6069 4.4699 4.4760 -0.0679 0.0986 0.1349 0.111
H 7.3231 3.4398 3.9284 -0.1343 0.0437 0.0851 0.108
H 9.1373 2.9773 6.3310 -0.0796 -0.0388 0.0457 0.054
H 8.9081 1.9851 4.9053 -0.0407 0.0349 0.0124 0.070
H 7.6369 2.0585 6.1184 -0.0032 0.0467 -0.0046 0.066
H 6.6157 6.3128 6.7663 -0.0720 -0.1127 -0.0565 0.099
H 8.2207 6.0468 6.1919 -0.0165 -0.1796 -0.1550 0.114
H 6.9493 4.1476 8.2440 -0.0018 0.0093 -0.0449 0.068
H 7.7764 5.6369 8.6854 -0.0190 -0.0161 -0.0250 0.071
H 8.6670 4.3664 7.8711 -0.0851 -0.0935 0.0379 0.053
```
Positions in Å, forces in eV/Å.

## Properties
SMILES: CCB(O)N1C(=O)c2cc(Cl)c(N=C=S)cc2C1=O.CCN(CC)CC.CCN(CC)CC.CCN(CC)CC.CCN(CC)CC.CCN(CC)CC
Frontier orbital gap: 6.8 eV